Formula: H23O11
Source: OMol25
Level of theory: ωB97M-V with the def2-TZVPD basis set

Each line ends with the Mulliken charge.
Atoms and positions in Å:
O: -1.0057 0.3587 -0.6199  -0.45
H: -2.7546 -2.1662 1.2339  0.25
H: -0.4351 -0.8259 1.2969  0.44
O: -0.0141 2.2618 1.9899  -0.43
H: -1.5022 -0.5422 -0.5572  0.14
H: -1.2586 -2.8925 1.1787  0.32
O: -3.4268 -1.7627 -1.5462  -0.57
H: 3.9322 -1.9022 -1.5530  0.34
H: -0.1339 1.8418 -0.1861  0.39
O: -2.3129 3.5258 1.7484  -0.68
H: -3.0896 3.9878 1.2737  0.33
H: -0.1914 0.2547 2.4503  0.52
O: 1.2774 -0.5305 -3.6018  -0.64
H: 0.0891 2.4713 -1.6745  0.21
H: -0.5701 2.8432 2.3067  0.28
O: 0.7551 -3.1703 1.1067  -0.65
H: 1.6476 -3.6969 1.1499  0.31
H: -1.5101 0.6789 -1.2795  0.27
O: -1.8135 -2.1469 1.0258  -0.58
H: -2.5738 -2.0389 -1.7259  0.31
O: 0.2342 -0.5512 1.9731  -0.55
H: -3.9170 -2.4441 -1.2657  0.27
H: 0.7863 2.6675 1.8449  0.24
O: 1.8141 0.8701 0.5285  -0.65
H: 0.7780 0.0351 1.2200  0.47
H: 2.6969 0.5426 0.3189  0.29
O: 4.3376 -0.9269 -1.4467  -0.62
H: 1.3763 1.3453 -0.3214  0.46
H: 4.1804 -0.4747 -2.2003  0.28
O: 0.3868 2.1867 -0.9490  -0.59
H: -2.2850 2.6552 1.3229  0.28
H: 0.7057 -2.5820 1.7770  0.33
H: 0.4586 -0.8736 -4.1402  0.31
H: 1.7124 0.1997 -4.1407  0.33

Properties
* net charge: +1
* orbital gap: 11.2 eV
* HOMO: -14.1 eV
* strongest force on any atom: 11.29 eV Å⁻¹
* 2S+1: 1
* electronic energy: -841.06517 Ha
* ΔE to the lowest compared entry with this formula, charge and spin: 5.905 eV